Entry from the OMol25 dataset: a molecular structure, C20H58NbO9 (ωB97M-V/def2-TZVPD).

Properties
Kohn-Sham gap (Ha): 0.24614
Net charge: -1
Largest force on an atom (eV/A): 2.08
E_HOMO (eV): -4.26

Geometry as XYZ:
```
88
Properties=species:S:1:pos:R:3:forces:R:3:mulliken_charge:R:1
C 1.86514 1.74656 0.72339 -0.492 -0.169 0.264 -1.06
C 0.84549 0.72690 0.19271 -0.120 0.085 -0.126 -0.09
C -0.25999 0.40291 1.22053 0.505 -0.573 0.408 -0.54
Nb -1.70751 -1.16651 0.49979 -0.193 1.970 0.653 -0.91
C -3.45200 0.10245 1.29938 -0.110 0.000 -0.533 -1.33
C -4.15617 1.04473 0.29530 -0.085 0.060 0.314 -0.09
C -3.91438 2.51914 0.53511 0.575 0.418 0.425 0.69
O -3.03938 3.01083 1.21005 -0.817 -0.397 -0.450 -0.52
O -4.81881 3.34727 -0.08010 0.384 -0.154 -0.197 -0.53
H 1.32851 2.65780 1.01760 0.198 -0.001 -0.124 0.32
H 2.64196 1.96959 -0.01249 -0.012 0.031 0.118 0.16
H 2.32290 1.35282 1.63996 0.109 0.085 -0.207 0.30
H 1.35557 -0.19602 -0.10277 -0.032 0.128 -0.026 0.15
H 0.38358 1.13498 -0.71924 0.126 -0.130 0.074 0.29
H -0.80324 1.32115 1.48718 -0.064 -0.113 -0.055 0.19
H 0.24333 0.06314 2.14161 -0.119 0.130 -0.049 0.22
H -1.44998 -2.07305 2.09597 0.021 -0.522 -0.433 -0.04
H -2.84246 -2.59181 0.13572 0.055 -0.346 0.352 -0.08
H -1.90867 -0.56322 -1.25013 -0.045 -0.575 -0.308 -0.01
H -0.28862 -2.12405 -0.17717 -0.049 -0.039 -0.139 0.25
H -3.08077 0.68180 2.15375 -0.046 -0.070 -0.100 0.17
H -4.20803 -0.59935 1.67763 0.183 0.008 0.025 0.58
H -3.86189 0.84811 -0.74493 -0.072 0.055 0.072 0.38
H -5.24775 0.91170 0.33779 0.114 0.004 -0.108 0.22
H -5.23691 2.85211 -0.80040 -0.266 0.066 0.033 0.31
C 2.56308 -4.47106 -3.12411 0.050 0.078 -0.036 -1.08
C 1.99141 -3.77921 -1.89793 -0.191 0.003 -0.042 -0.07
O 1.67377 -2.42220 -2.15300 0.428 -0.014 -0.223 -0.44
H 3.45495 -3.94405 -3.46981 0.021 -0.023 0.013 0.29
H 2.82239 -5.51059 -2.91547 -0.031 -0.003 0.026 0.32
H 1.83311 -4.46470 -3.93702 -0.022 -0.056 0.014 0.31
H 2.71980 -3.76728 -1.08704 0.002 0.008 0.018 0.29
H 1.10357 -4.31125 -1.54008 0.037 -0.020 0.039 0.12
H 0.98469 -2.39698 -2.82274 -0.204 0.066 0.160 0.26
C -2.03543 3.02100 4.42372 0.109 0.014 -0.083 -1.08
C -0.73568 2.57755 5.06525 -0.023 0.113 0.015 0.00
O 0.40899 3.11932 4.40689 0.036 -0.084 0.108 -0.51
H -2.06242 2.73450 3.37354 -0.027 -0.014 -0.002 0.21
H -2.89197 2.57279 4.93099 0.008 -0.004 0.017 0.32
H -2.14025 4.10930 4.47185 -0.025 -0.003 0.040 0.39
H -0.63282 1.49582 5.00528 0.013 -0.011 -0.013 0.15
H -0.71144 2.85548 6.12710 -0.032 -0.077 0.018 0.22
H 0.33703 4.07714 4.43536 -0.029 0.038 -0.077 0.27
C 5.97489 2.21558 -2.30172 -0.047 0.004 -0.024 -0.91
C 5.80128 2.33065 -0.79868 0.008 -0.134 -0.068 -0.32
O 5.16766 1.18289 -0.25556 0.069 0.068 0.094 -0.46
H 5.00631 2.05658 -2.77586 -0.005 0.012 -0.004 0.20
H 6.42805 3.11706 -2.71994 0.014 0.002 0.012 0.38
H 6.60844 1.36370 -2.55878 0.026 0.020 -0.014 0.29
H 5.15009 3.16836 -0.55042 -0.001 0.012 0.022 0.28
H 6.76906 2.50109 -0.31071 -0.008 0.048 -0.004 0.31
H 5.71374 0.41500 -0.44645 -0.026 -0.050 -0.037 0.27
C -0.62577 -7.94599 -0.52118 0.029 -0.020 -0.030 -0.99
C -1.09379 -7.08797 -1.68204 0.053 -0.165 0.060 -0.28
O -0.10678 -7.02258 -2.71344 -0.112 0.104 0.098 -0.48
H 0.29707 -7.54152 -0.10554 -0.011 0.020 0.019 0.25
H -1.37721 -7.97936 0.26868 -0.009 0.008 -0.002 0.33
H -0.42849 -8.97089 -0.84941 -0.033 -0.012 0.014 0.32
H -1.27706 -6.07316 -1.33605 0.073 0.108 -0.147 0.31
H -2.03119 -7.47554 -2.09575 -0.037 0.031 0.049 0.27
H 0.04431 -7.92440 -3.00959 0.069 -0.007 -0.060 0.27
C -8.48661 4.12830 -2.43913 0.070 -0.004 0.055 -1.02
C -7.86022 2.87503 -3.02148 -0.036 0.049 0.031 -0.31
O -6.94069 2.26288 -2.12542 0.097 0.003 0.108 -0.49
H -7.71308 4.84662 -2.16733 0.001 0.006 -0.012 0.25
H -9.16400 4.59536 -3.15581 -0.006 -0.014 -0.011 0.35
H -9.05617 3.89253 -1.53718 -0.028 -0.001 -0.016 0.34
H -7.28229 3.11499 -3.91282 0.007 -0.014 -0.014 0.28
H -8.63565 2.15683 -3.30910 0.013 0.004 -0.030 0.29
H -7.41594 2.01190 -1.32683 -0.027 -0.051 0.011 0.27
C 4.33116 1.84155 -6.26195 0.002 -0.021 0.096 -0.88
C 5.50814 0.92616 -6.54282 -0.110 -0.071 0.046 -0.26
O 5.72974 0.00155 -5.48367 0.060 0.061 -0.102 -0.49
H 4.49134 2.38671 -5.33175 0.008 0.021 -0.009 0.16
H 4.18000 2.56106 -7.06829 0.026 -0.020 -0.026 0.33
H 3.41375 1.25954 -6.15033 -0.020 0.016 -0.031 0.32
H 6.43035 1.49941 -6.63375 0.021 -0.004 0.003 0.27
H 5.35465 0.38739 -7.48512 0.032 0.039 -0.030 0.27
H 4.93027 -0.52334 -5.37815 -0.017 -0.022 0.095 0.29
C 1.83647 0.75577 8.21649 -0.046 0.026 -0.032 -0.97
C 1.17639 -0.56450 7.85911 0.054 0.045 -0.086 -0.28
O 0.37642 -0.46973 6.69265 0.017 0.003 0.109 -0.46
H 1.08076 1.52948 8.35505 -0.003 0.000 0.013 0.22
H 2.42197 0.66714 9.13386 0.005 -0.015 -0.001 0.35
H 2.50332 1.08226 7.41564 0.019 -0.008 0.009 0.32
H 0.50086 -0.87955 8.65464 -0.003 -0.022 0.009 0.27
H 1.93541 -1.34665 7.73786 -0.004 -0.012 0.043 0.28
H 0.94039 -0.20375 5.95903 -0.049 -0.006 -0.083 0.26
```
Forces are in eV/Å.